1.
{
  "formula": "C9H21N4",
  "method": "the ωB97M-V functional and the def2-TZVPD basis",
  "e_lumo_ev": [-2.7, -2.7],
  "spin_multiplicity": 1,
  "total_charge": 1,
  "orbital_gap_ev": [7.2, 7.2],
  "symbols": ["C", "C", "C", "C", "C", "C", "C", "C", "C", "N", "N", "N", "N", "H", "H", "H", "H", "H", "H", "H", "H", "H", "H", "H", "H", "H", "H", "H", "H", "H", "H", "H", "H", "H"],
  "xyz": [[-2.03, 1.41, -0.28], [-2.40, -0.07, -0.46], [2.21, -1.27, -0.05], [2.59, 0.21, 0.18], [-0.18, -1.02, -0.40], [0.34, 1.18, 0.12], [-0.06, -1.03, -1.91], [0.41, 1.61, 1.57], [-1.71, -1.48, 1.46], [0.85, -1.58, 0.36], [-0.67, 1.86, -0.65], [-1.46, -1.05, 0.10], [1.69, 1.20, -0.48], [-2.72, 2.01, -0.87], [-2.17, 1.69, 0.77], [-3.36, -0.23, 0.04], [-2.56, -0.30, -1.52], [2.42, -1.55, -1.09], [2.89, -1.85, 0.57], [2.56, 0.41, 1.25], [3.60, 0.36, -0.18], [-0.31, -2.03, -2.26], [0.95, -0.81, -2.25], [-0.74, -0.34, -2.39], [1.15, 2.40, 1.71], [0.66, 0.77, 2.22], [-0.54, 2.00, 1.90], [-2.37, -0.79, 1.97], [-2.18, -2.46, 1.45], [-0.77, -1.55, 2.01], [0.73, -2.54, 0.65], [-0.53, 1.71, -1.65], [2.13, 2.14, -0.39], [1.61, 0.99, -1.48]],
  "mulliken_charge": [-0.633, -1.057, -0.753, -0.550, 0.809, -0.045, -1.672, -1.775, -1.057, -0.169, -0.324, 0.114, 0.085, 0.462, 0.247, 0.572, 0.343, 0.250, 0.479, 0.306, 0.462, 0.331, 0.373, 0.395, 0.327, 0.375, 0.413, 0.379, 0.278, 0.431, 0.338, 0.360, 0.450, 0.454]
}



2.
{
  "formula": "C9H21NO2Si",
  "method": "the ωB97M-V functional and the def2-TZVPD basis",
  "e_lumo_ev": 0.9,
  "spin_multiplicity": 1,
  "orbital_gap_ev": 9.4,
  "symbols": ["C", "C", "C", "C", "C", "C", "C", "C", "C", "N", "O", "O", "Si", "H", "H", "H", "H", "H", "H", "H", "H", "H", "H", "H", "H", "H", "H", "H", "H", "H", "H", "H", "H", "H"],
  "xyz": [[1.34, -0.32, -1.12], [2.83, -0.57, -3.14], [-2.76, 3.49, 0.61], [1.31, -0.99, 2.79], [-1.01, -4.11, 0.10], [2.64, 0.07, -1.83], [-2.37, 2.17, -0.13], [-1.44, 1.33, 0.82], [-1.06, -0.03, 0.20], [0.54, 0.54, -0.68], [0.63, -1.96, 1.95], [-0.71, -2.73, -0.10], [-0.70, -1.66, 1.10], [1.20, -1.46, -1.09], [3.82, -0.29, -3.66], [2.91, -1.60, -2.92], [2.01, -0.42, -3.96], [-3.15, 3.50, 1.63], [-3.58, 4.03, 0.11], [-1.93, 4.10, 0.59], [1.88, -1.55, 3.51], [0.70, -0.27, 3.35], [2.10, -0.28, 2.35], [-0.88, -4.63, -0.88], [-2.00, -4.33, 0.43], [-0.31, -4.50, 0.80], [2.92, 1.20, -1.86], [3.39, -0.41, -1.13], [-1.82, 2.48, -1.00], [-3.26, 1.75, -0.57], [-1.96, 1.35, 1.77], [-0.48, 1.94, 0.93], [-1.61, -0.25, -0.75], [-2.05, -1.86, 1.85]],
  "mulliken_charge": [0.135, -1.089, -1.348, -0.701, -0.772, -0.284, -0.585, -0.653, -0.120, -0.545, -0.277, -0.140, 0.231, 0.172, 0.305, 0.319, 0.269, 0.356, 0.349, 0.372, 0.333, 0.318, 0.230, 0.220, 0.307, 0.331, 0.264, 0.191, 0.306, 0.430, 0.497, 0.321, 0.483, -0.224]
}



3.
{
  "formula": "C9H21P",
  "method": "the ωB97M-V functional and the def2-TZVPD basis",
  "e_lumo_ev": 0.9,
  "spin_multiplicity": 1,
  "smiles": "CP(C)C(C)(C)C(C)(C)C",
  "orbital_gap_ev": 9.2,
  "symbols": ["C", "C", "C", "C", "C", "C", "C", "C", "C", "P", "H", "H", "H", "H", "H", "H", "H", "H", "H", "H", "H", "H", "H", "H", "H", "H", "H", "H", "H", "H", "H"],
  "xyz": [[1.45, 1.60, -0.54], [2.57, -0.62, -0.18], [1.45, 0.56, 1.76], [-0.38, -0.43, -1.66], [0.12, -2.00, 0.28], [-2.96, -0.84, 0.07], [-2.13, 1.75, 0.22], [1.40, 0.25, 0.29], [-0.13, -0.50, -0.08], [-1.60, 0.07, 0.95], [1.82, 1.47, -1.53], [0.43, 1.80, -0.88], [2.14, 2.45, -0.10], [2.61, -1.67, 0.17], [2.75, -0.64, -1.24], [3.46, -0.14, 0.34], [1.63, -0.36, 2.47], [2.41, 1.03, 2.05], [0.69, 1.36, 1.96], [-0.57, 0.61, -1.94], [-1.31, -1.04, -1.88], [0.62, -0.86, -2.03], [0.78, -2.03, 1.14], [-0.92, -2.49, 0.40], [0.61, -2.37, -0.55], [-2.95, -1.97, 0.14], [-3.28, -0.42, -0.87], [-3.87, -0.62, 0.82], [-3.23, 1.66, 0.16], [-1.66, 1.85, -0.70], [-1.95, 2.54, 0.95]],
  "mulliken_charge": [-1.349, -1.745, -1.707, -1.564, -1.666, -1.234, -1.155, 1.538, 0.901, 0.164, 0.426, 0.152, 0.279, 0.351, 0.404, 0.419, 0.238, 0.561, 0.362, 0.469, 0.403, 0.434, 0.342, 0.267, 0.512, 0.341, 0.437, 0.331, 0.417, 0.373, 0.300]
}